No. 1
Molecular formula: C29H80N4O11
Method: DFT, ωB97M-V/def2-TZVPD

The geometry in XYZ format:
```
124
Properties=species:S:1:pos:R:3:forces:R:3
C 0.08555 -1.39441 0.44913 -0.4787 -0.2157 0.2712
C -1.29593 -1.45198 1.09948 -0.3868 -1.0373 -1.3890
C -1.80575 -0.21104 1.67251 0.0739 1.9185 0.7632
O -2.25478 -1.73429 0.05488 0.4672 -0.7165 -0.8121
H 0.20905 -0.59134 -0.27746 -0.2708 -0.0964 -0.1191
H 0.18141 -2.37849 -0.00968 0.4379 0.1924 -0.2905
H 0.86550 -1.26659 1.19974 -0.0493 -0.0979 0.1131
H -1.27824 -2.32730 1.74878 -0.0525 0.1702 0.5306
H -2.78431 -0.30755 2.14285 0.1880 -0.2257 0.4426
H -2.00639 0.46917 0.84478 0.2408 0.0910 -0.1385
H -1.07269 0.28518 2.30850 -0.2166 0.0138 0.4198
H -3.10141 -1.98769 0.42982 0.0447 -0.0002 0.2061
C 5.79938 2.75917 2.88777 1.2971 -0.0560 0.1726
C 7.03592 3.56404 3.33293 -0.7882 0.8090 -1.7086
C 8.41112 2.97832 3.04210 -0.1382 -1.1929 1.8018
O 6.93629 4.70986 2.48978 0.2508 1.2207 -0.3383
H 5.85744 1.76470 3.33023 -0.6144 -0.0946 -0.1051
H 5.85973 2.75009 1.79948 -0.0538 -0.5145 -0.0085
H 4.90554 3.33821 3.11989 0.0019 -0.3218 0.3381
H 6.85090 3.95021 4.33529 0.6536 -0.4379 0.3739
H 8.52601 2.14002 3.72924 0.2042 -0.4354 -0.1489
H 9.24033 3.62405 3.33112 -0.2242 0.4580 -0.1439
H 8.58509 2.60513 2.03287 -0.4467 0.1554 -0.1078
H 7.75712 4.73168 1.99241 -0.1421 0.4049 -0.1255
C -1.76391 7.64866 6.31910 -1.4805 0.3024 0.4900
C -1.86340 9.20700 6.50985 -1.1358 -1.8909 0.1682
C -2.75352 9.75199 7.63697 -0.4418 -0.4144 -0.2836
O -0.58025 9.60202 6.70332 2.4934 1.6447 -0.0279
H -1.41978 7.12276 7.20966 0.3612 0.3628 0.3107
H -1.11016 7.35348 5.49839 -0.0830 0.3835 -0.0400
H -2.75093 7.20817 6.17814 -0.1689 -0.0098 -0.4175
H -2.25324 9.64696 5.59193 0.3009 -0.0437 -0.2290
H -2.28929 9.79238 8.62234 0.2631 -0.4962 -0.0016
H -3.65551 9.14201 7.68649 -0.1999 0.1910 0.2012
H -3.02090 10.79039 7.44121 -0.1033 -0.0503 -0.2280
H -0.31527 9.29344 7.57289 0.1900 0.0199 0.0522
C -0.32617 7.03735 -1.50932 0.1741 -0.3322 0.7374
C 0.13601 6.43301 -2.80756 -1.0300 1.7925 0.1096
C -0.98869 5.95718 -3.71917 0.0748 -1.0938 0.1597
O 0.86793 7.44853 -3.47327 1.3339 -0.2227 -0.6236
H -1.03731 7.85903 -1.59442 -0.4197 -0.3428 -0.1869
H 0.52846 7.48179 -0.99924 0.1680 -0.1796 0.0159
H -0.66467 6.19059 -0.91223 -0.5533 0.3744 0.4348
H 0.81418 5.63710 -2.49982 0.1917 -0.0864 -0.6656
H -1.81834 5.48149 -3.19618 0.1699 -0.1836 0.3280
H -0.54187 5.20205 -4.36586 -0.3182 0.0954 -0.4045
H -1.48136 6.72440 -4.31646 0.4525 0.3272 0.0103
H 0.28053 8.09927 -3.86453 -0.2425 -0.1510 0.0881
C 7.17390 -4.49201 1.97223 -0.3105 0.5227 -0.6674
C 7.06798 -4.71804 3.47817 0.5142 -2.8481 -0.4515
C 7.36033 -6.23501 3.78428 -1.4828 -0.4622 -0.7151
O 8.05335 -4.15064 4.22280 1.7369 2.8137 1.1169
H 6.43726 -5.14425 1.50315 0.2284 -0.0271 -0.3181
H 8.15625 -4.60481 1.51354 0.4303 -1.2898 0.5663
H 7.06550 -3.50129 1.53084 -1.0637 0.5776 0.8571
H 6.11966 -4.39959 3.91105 -0.1076 -0.0553 -0.2643
H 8.29467 -6.57786 3.33979 0.1746 0.3972 -0.1781
H 6.59649 -6.89563 3.37412 -0.1793 -0.1379 -0.0942
H 7.42725 -6.46615 4.84739 -0.1259 0.4716 0.0495
H 8.88429 -4.28506 3.76121 0.1843 0.0408 0.0978
C -9.50787 -0.85570 0.31694 1.1352 0.1976 1.5561
C -9.71894 -2.33807 0.56604 -3.0644 1.5355 -0.1072
C -10.98502 -2.72517 -0.26337 0.8272 -0.5874 -0.5431
O -8.63539 -3.11084 0.30575 1.7966 -1.2330 -1.1980
H -10.44557 -0.32886 0.49369 0.0357 0.0401 -0.5024
H -8.96366 -0.55585 -0.57861 -0.5212 -0.3486 -0.3425
H -8.86333 -0.52591 1.13175 0.2312 0.3202 0.0573
H -9.85187 -2.50057 1.63563 -1.0204 0.5474 0.2892
H -10.75931 -2.59531 -1.32181 0.5022 -0.0301 -0.1744
H -11.87377 -2.09902 -0.18500 0.0372 -0.1441 0.8795
H -11.19389 -3.79089 -0.17005 -0.4132 -0.0042 0.2582
H -8.84788 -3.95272 0.71526 0.4601 -0.2973 -0.1754
C 2.21498 -3.40067 -6.88425 -0.6358 2.0377 1.3710
C 3.67850 -3.70773 -7.07518 -1.0100 -1.1056 -0.1703
C 3.87588 -5.19296 -6.88549 0.7564 -0.4450 0.1903
O 4.01891 -3.36608 -8.38237 0.7003 0.5034 -1.2368
H 2.17197 -2.32661 -6.70360 -0.2120 0.4242 -0.6123
H 1.76759 -3.69543 -5.93501 0.1423 -0.9159 -0.0304
H 1.54230 -3.61092 -7.71574 0.3427 -0.3698 -0.0331
H 4.30681 -3.06280 -6.46086 -0.0430 -0.3408 0.3678
H 4.85029 -5.50621 -7.26035 0.3055 0.0470 0.3887
H 3.18109 -5.77243 -7.49343 -0.4298 0.2056 -0.0202
H 3.73239 -5.49518 -5.84811 0.1370 -0.0644 -0.0196
H 3.77225 -4.10092 -8.94875 -0.0530 0.0235 -0.1953
C 7.06801 2.49093 -4.95008 1.1895 -0.4089 -0.7604
C 6.70479 3.39877 -6.12040 1.9098 0.5636 -0.5211
C 7.53014 3.15667 -7.48772 -1.1694 0.3044 2.0341
O 5.32439 3.30741 -6.36320 -0.4198 -0.5934 -0.3912
H 7.42135 1.54033 -5.34957 -0.7557 -0.5217 0.1017
H 6.22783 2.39964 -4.26170 0.1941 -0.2393 0.0945
H 7.97352 2.79188 -4.42318 -0.1959 0.6345 0.2193
H 6.81710 4.42768 -5.77861 0.7685 0.3200 -0.1916
H 7.08685 3.88805 -8.16349 0.0019 -0.6086 -0.5103
H 7.44920 2.09644 -7.72747 -0.5664 0.1657 -0.5390
H 8.60661 3.32704 -7.47114 -0.0506 0.3859 0.6488
H 5.01113 3.36193 -5.45739 -0.9103 0.0012 -0.1847
C -0.56368 -8.63683 1.51594 0.0101 1.0910 0.4649
C -1.73103 -8.95667 2.44746 0.7836 -1.1742 0.7537
C -1.50086 -8.54977 3.93148 0.7591 0.1993 -1.4839
O -2.84760 -8.30840 1.97953 -1.6207 0.9867 -0.3539
H -0.45121 -7.55266 1.52017 0.2607 0.2244 0.1599
H -0.84266 -8.84032 0.48208 0.1405 -0.5482 -0.0087
H 0.39622 -9.07373 1.79128 -0.1575 -0.2334 -0.1187
H -1.88188 -10.03175 2.34969 -0.1033 -0.4302 0.4044
H -0.49837 -8.93413 4.11959 0.0428 0.2221 0.6008
H -2.18069 -8.84065 4.73231 -0.2388 -0.4569 -0.5659
H -1.49693 -7.46008 3.90587 0.2859 0.1121 0.2342
H -2.86832 -8.38146 1.02255 -0.1727 0.0153 -0.0947
C -7.05663 7.10092 2.78307 -1.3285 0.7617 -0.2630
O -6.87922 7.61694 1.72179 1.0463 1.4595 -1.8858
N -7.00478 5.80320 2.97069 0.5737 -3.7490 0.3148
N -7.50296 7.72318 3.86898 -0.8529 2.1922 2.5093
H -6.78598 5.26888 2.14200 -0.2275 -0.0786 0.2698
H -7.65317 5.42320 3.64546 0.3516 -0.3306 -0.3022
H -7.69825 7.25385 4.74172 0.2610 0.0432 -0.3392
H -7.70581 8.71259 3.86379 0.1817 -0.2975 -0.3005
C -6.94004 -8.03313 -4.08420 -0.3406 1.1227 1.6492
O -5.88012 -8.10436 -3.54993 3.0334 -1.0348 0.7108
N -7.85564 -8.94970 -4.16234 -2.2265 -4.6199 -0.5951
N -7.47838 -6.87202 -4.37571 -0.6160 3.7139 -1.4506
H -8.77650 -8.73342 -4.51637 0.3635 -0.4557 0.2236
H -7.65158 -9.88235 -3.83274 -0.1265 0.1694 -0.3090
H -7.05426 -6.12386 -3.84610 -0.4542 0.3159 -0.5516
H -8.43338 -6.86721 -4.70444 0.3760 0.7897 0.3357
```
Positions in Å, forces in eV/Å.

E_HOMO ... -9.811 eV
SMILES ... NC(N)=O.NC(N)=O.CC(C)O.CC(C)O.CC(C)O.CC(C)O.CC(C)O.CC(C)O.CC(C)O.CC(C)O.CC(C)O
Spin multiplicity ... 1
Orbital gap ... 10.2 eV

Löwdin population analysis, charges in e, atoms 1 to 2: C -0.049; C -0.507

***

No. 2
Molecular formula: C29H80N4O11
Method: DFT, ωB97M-V/def2-TZVPD

The geometry in XYZ format:
```
124
Properties=species:S:1:pos:R:3:forces:R:3
C 12.12693 10.55571 19.51381 -0.4421 -0.6663 -1.0952
C 12.35524 11.43211 20.66635 -1.1928 1.1385 0.8397
C 11.53604 11.10892 21.88654 -0.2008 -0.3778 0.9557
O 13.70991 11.39086 20.96742 1.2210 -0.0338 0.3929
H 11.07519 10.53717 19.22815 -0.0492 -0.5651 0.1389
H 12.57829 9.60766 19.80634 -0.6141 -0.5560 -0.2031
H 12.65986 10.87247 18.61729 0.1806 0.2689 -0.0109
H 12.07793 12.45070 20.39491 -0.0538 0.4312 -0.1298
H 10.46389 11.15913 21.69662 0.0845 0.1944 -0.1046
H 11.78237 11.75768 22.72709 -0.0588 0.5099 -0.2189
H 11.71423 10.13423 22.34074 0.2319 -0.4790 -0.5046
H 14.08117 11.36860 20.08240 0.9970 0.0361 -0.1530
C 12.66794 17.11677 18.69824 -0.9389 0.5020 -0.0349
C 12.83696 15.59989 18.83407 1.9194 1.6469 1.5420
C 12.14981 14.78015 17.86546 -1.6652 -0.7003 -2.0662
O 14.24129 15.28653 18.73718 0.3102 -0.3342 0.0227
H 12.64070 17.46143 17.66453 -0.0439 -0.2595 -0.1370
H 13.35599 17.80160 19.19391 0.7234 -0.6994 0.2041
H 11.74114 17.43047 19.17861 -0.4441 -0.2136 -0.2829
H 12.53393 15.28475 19.83255 -0.2334 0.1855 0.2297
H 11.91064 13.79222 18.25903 -0.0564 -0.0216 -0.1523
H 12.65302 14.67235 16.90460 0.6372 -0.0613 0.1998
H 11.24657 15.28489 17.52268 -0.4841 -0.1981 0.4462
H 14.65355 15.72968 19.48234 0.2413 0.0768 0.0245
C 10.63125 13.98589 25.04825 0.2310 -0.5611 -1.7302
C 9.19314 14.51418 25.29238 0.5871 -1.5312 -1.2385
C 8.10896 13.84922 24.33757 1.3338 1.5417 -0.0650
O 8.91277 14.16479 26.63200 -0.2024 0.5882 0.1036
H 10.98243 13.89886 24.02004 -0.6098 0.8598 -0.8050
H 10.71186 12.90735 25.18367 -0.0907 -0.2188 1.2447
H 11.45713 14.55574 25.47402 -0.4128 -0.1566 0.8142
H 9.29463 15.58288 25.10354 -0.7765 0.1519 0.5209
H 7.88106 12.80835 24.56729 0.1960 0.0584 0.1066
H 8.51916 13.95667 23.33343 0.0261 -0.4494 -0.2376
H 7.19242 14.43672 24.28390 -0.0925 -0.0923 0.5227
H 9.27866 13.27728 26.63778 -0.1812 -0.2157 0.7564
C 8.78072 9.23959 24.02346 -0.0936 0.4676 -0.1467
C 7.25517 8.95355 24.01507 1.3462 -0.7029 0.1629
C 6.95029 7.55174 23.48249 -0.3780 0.3859 -1.1087
O 6.83186 9.00397 25.34985 -0.4185 0.2445 0.7002
H 9.29595 8.72861 24.83680 -0.1621 -0.7816 -0.2548
H 9.02679 10.27022 24.27911 -0.4415 0.5311 -0.1751
H 9.25647 9.06955 23.05762 0.0225 -0.2611 0.0272
H 6.72731 9.72128 23.44934 0.0348 0.0272 -0.3439
H 6.82320 6.78017 24.24185 0.4086 0.2472 0.1051
H 7.69497 7.29290 22.72979 0.2966 -0.3354 0.2925
H 6.04147 7.54627 22.88075 -0.3349 0.1253 0.2624
H 7.28088 9.77032 25.71412 -0.2497 0.1037 0.4602
C 7.81276 11.14638 20.32572 -1.0708 0.5263 1.0818
C 6.30942 11.54916 20.66678 3.0209 1.1408 -1.4616
C 6.22377 13.06470 20.90635 0.3720 -0.1146 2.1861
O 5.66228 11.34653 19.45026 -1.3637 -0.8635 -0.1669
H 8.37463 11.25361 21.25356 0.2759 -0.0023 -0.0481
H 8.20790 11.82035 19.56563 -0.0737 0.0970 0.1660
H 7.93675 10.12881 19.95520 -0.3786 -0.0755 0.1047
H 5.96244 10.95903 21.51498 -0.3468 -0.0746 -0.0394
H 5.26835 13.40915 21.30209 -0.6885 -0.2476 -0.7989
H 6.57550 13.70346 20.09618 -0.0933 -0.3771 -0.1096
H 6.76944 13.30941 21.81764 0.8195 0.0590 -0.0605
H 4.79371 11.71235 19.63291 -0.5046 -0.0976 -0.7251
C 13.92806 10.25619 14.02705 0.3172 -0.3224 -0.1112
C 14.33607 10.74478 15.42157 -1.5502 -0.2247 -1.1590
C 13.59838 12.04265 15.72055 0.0416 0.4112 0.0796
O 13.92398 9.65457 16.24846 0.5725 -0.0331 0.3030
H 14.32467 9.27640 13.76089 0.4019 -0.0680 0.4134
H 14.28443 10.91408 13.23440 -0.4463 0.2666 0.0421
H 12.85230 10.08063 14.02947 -0.1240 0.5070 -0.2475
H 15.38653 11.03549 15.41026 0.4029 -0.7430 0.4793
H 12.51752 11.99388 15.85265 -0.0726 -0.5718 -0.0990
H 13.76193 12.68235 14.85329 0.0811 0.3138 0.1024
H 13.98393 12.54468 16.60792 0.1602 0.0138 0.0125
H 14.30784 9.75057 17.12312 0.2381 0.5009 0.1688
C 15.67856 5.31929 19.38232 -0.1613 -1.7256 -0.0341
C 15.25331 6.73242 19.42414 0.2199 -1.3576 0.7111
C 14.10290 7.18674 18.58188 -0.7446 1.1127 -1.7056
O 15.12975 7.18183 20.69146 0.3059 -0.6948 1.2046
H 14.98825 4.73602 19.99172 -0.1668 -0.0929 0.1416
H 16.66893 5.06763 19.76169 0.0857 0.6391 0.2539
H 15.65243 4.85055 18.39860 -0.2217 0.5117 -0.1963
H 16.10675 7.33893 19.12094 1.0015 1.0804 -0.9257
H 14.41217 7.04425 17.54643 -0.1937 0.0027 -0.0425
H 13.89289 8.25018 18.69633 0.1385 0.0852 0.0290
H 13.15922 6.67458 18.76966 0.2972 -0.4390 0.3742
H 15.02754 8.13636 20.69709 -0.4376 1.1624 0.1999
C 8.82114 13.33715 14.82258 -0.0639 0.8660 0.8483
C 8.40612 11.98256 15.42569 -0.0635 0.8353 -0.9614
C 8.32852 11.85358 16.95156 0.0734 -0.4226 0.0531
O 7.14073 11.76115 14.78677 -0.0730 -0.7828 0.6782
H 9.66098 13.80775 15.33375 0.1322 0.0166 -0.1549
H 7.97383 14.02229 14.84973 -0.1868 0.1639 0.9398
H 8.95357 13.39241 13.74207 0.7388 -0.9559 -0.1362
H 9.12647 11.24092 15.08051 0.0611 -0.3117 -0.0285
H 7.65672 12.52400 17.48760 0.0005 0.2154 -0.3681
H 9.31084 11.86703 17.42377 0.4135 0.7768 -0.3100
H 8.06471 10.84719 17.27664 -0.6866 -0.1881 -0.5569
H 7.21930 12.20972 13.94165 -0.3147 -0.1992 -0.1121
C 13.16899 11.14567 25.89423 -0.4519 0.8908 -0.8728
C 12.80595 10.10783 26.86442 1.0515 -1.5686 0.6471
C 13.08107 8.68266 26.26347 -1.2937 1.4144 0.2983
O 13.69409 10.20876 27.98588 0.2157 -0.2711 0.1362
H 13.11229 12.09929 26.41913 0.5694 0.2715 -0.2807
H 12.42054 11.21048 25.10447 0.0106 -0.1013 -0.2573
H 14.13388 10.89218 25.45512 0.1279 0.5312 0.0709
H 11.82338 10.33324 27.27894 -0.5414 -0.7629 -0.4354
H 12.80531 7.94477 27.01684 0.4359 -0.2311 -0.2969
H 14.09920 8.64302 25.87627 0.2206 -0.1243 0.6988
H 12.48551 8.55654 25.35931 -0.4320 -0.1329 0.1086
H 13.45617 11.00262 28.47042 0.0876 0.0789 0.1430
C 17.88751 9.56300 22.15055 -0.1078 0.6856 0.7674
O 18.33793 8.94413 21.22911 0.9788 -1.9211 -1.3490
N 18.33560 9.72621 23.39574 1.5483 -0.2106 1.8134
N 16.76055 10.25006 22.02692 -2.2797 0.7684 -1.3753
H 18.10171 10.62540 23.79182 0.3761 -0.5681 0.5511
H 19.05142 9.14555 23.80871 0.0626 0.4356 -0.2858
H 16.48431 10.93905 22.71182 -0.4953 -0.2147 -0.5748
H 16.42559 10.19981 21.07541 -0.3933 1.0285 0.2589
C 16.22815 11.67885 18.61926 -1.9053 -0.4081 0.0449
O 15.42468 10.78612 18.43633 -2.1312 -1.6755 -0.4962
N 16.03273 12.94436 18.70738 -2.7370 5.4736 -0.3017
N 17.44010 11.48068 18.90778 6.3406 -2.4909 1.0001
H 15.19401 13.45491 18.47075 -0.2995 -0.1805 0.0914
H 16.78688 13.55681 18.98354 -0.4233 -0.0851 -0.2263
H 17.98701 12.32108 19.02917 0.8018 -1.1454 -0.0658
H 17.82439 10.55569 18.77817 0.4113 0.3448 0.2967
```
Positions in Å, forces in eV/Å.

<S²> ... 0.75
E_HOMO (spin up / spin down) ... -11.532 / -11.532 eV
Net charge ... +1
Spin multiplicity ... 2
Orbital gap (spin up / spin down) ... 9.1 / 2.8 eV

Löwdin population analysis, charges in e, atoms 1 to 2: C -0.040; C -0.542

***

Energy relative to the best compared isomer or geometry (same formula, charge and spin) (kJ/mol)
517.76, 18.91